Computed, not measured: one molecule with the formula C4H11NS, with ωB97M-V/def2-TZVPD.

Each line ends with the natural charge from an NBO analysis.
Element x y z (Å)
C 0.103 0.570 0.468  -0.427
H -2.005 1.779 -1.425  0.118
H 0.766 1.433 0.929  0.201
H 1.638 -0.437 2.609  0.353
H 1.350 0.924 -1.397  0.220
H -1.134 -0.953 -1.808  0.206
H -0.958 -1.203 1.311  0.197
C 0.621 0.139 -0.916  -0.437
S -1.586 1.292 -2.606  -0.097
H -0.835 1.122 0.331  0.203
C -0.149 -0.475 1.662  -0.221
H -0.870 0.058 2.454  0.191
C -0.418 -0.099 -2.006  -0.468
H 1.107 -0.859 -0.827  0.214
N 0.991 -1.057 2.319  -0.833
H 1.471 -1.761 1.838  0.357
H -0.092 -0.474 -2.936  0.222

Calculated values
Structure (SMILES): NCCCCS
Relative energy (zero: lowest compared OMol25 entry of this formula, charge and spin) (kJ/mol): 138.5
Kohn-Sham gap (eV): 9.96



Computed, not measured: a 3-piece molecular cluster, C4H11NS overall, with ωB97M-V/def2-TZVPD.

Each line ends with the natural charge from an NBO analysis.
Element x y z (Å)
H -2.187 0.015 0.246  0.226
N 0.211 1.741 0.127  -0.689
H 1.600 0.509 -0.855  0.190
H 2.448 -0.163 1.256  0.219
C -1.688 -0.096 -0.712  -0.529
H -1.272 0.966 -0.876  0.100
H 0.963 -1.112 1.344  0.181
H 0.067 -1.108 -1.410  0.219
C 0.796 0.448 -0.118  -0.099
H -0.398 -1.458 0.205  0.192
H 1.093 0.514 2.060  0.235
S 0.253 -3.197 1.324  -0.133
H -0.938 1.833 -1.020  0.262
C 1.367 -0.099 1.209  -0.563
H -2.294 -0.473 -1.536  0.227
C -0.371 -0.653 -0.532  -0.374
H 0.349 2.333 -0.710  0.336

Calculated values
Relative energy (zero: lowest compared OMol25 entry of this formula, charge and spin) (kJ/mol): 848.8
Kohn-Sham gap (eV): 6.19



Computed, not measured: one molecule with the formula C4H11NS, with ωB97M-V/def2-TZVPD.

Each line ends with the natural charge from an NBO analysis.
Element x y z (Å)
C 1.153 -1.221 -0.692  -0.626
N 0.806 -0.028 1.482  -0.831
H 1.538 -0.618 1.844  0.349
H -2.027 1.478 -0.661  0.217
H 1.500 -1.071 -1.734  0.213
H 0.169 -1.755 -0.677  0.213
C -1.423 0.880 -0.003  -0.509
H -0.048 -0.563 1.593  0.353
C 1.053 0.078 0.035  -0.063
C -0.013 1.008 -0.556  -0.405
H 0.272 2.034 -0.443  0.221
H -1.461 1.344 0.961  0.219
H 1.952 -1.842 -0.157  0.206
H 0.022 0.828 -1.654  0.199
H 2.003 0.612 -0.020  0.187
H -3.343 -0.365 0.593  0.136
S -2.152 -0.799 0.088  -0.080

Calculated values
Structure (SMILES): C[C@H](N)CCS
Relative energy (zero: lowest compared OMol25 entry of this formula, charge and spin) (kJ/mol): 26.7
Kohn-Sham gap (eV): 9.92



Computed, not measured: a 2-piece molecular cluster, C4H11NS overall, with ωB97M-V/def2-TZVPD.

Each line ends with the natural charge from an NBO analysis.
Element x y z (Å)
H -1.450 -2.406 -0.473  0.187
S 0.039 3.329 1.222  0.913
C 1.045 1.918 0.831  -0.829
H 1.767 1.725 1.625  0.289
H 0.382 1.069 0.662  0.291
H 1.012 -3.302 -1.517  0.391
H 0.759 -1.611 -1.570  0.379
N 0.559 -2.486 -1.133  -0.870
H 0.241 -4.584 0.769  0.208
H -1.122 4.655 -0.305  0.282
C -0.396 -3.715 0.707  -0.460
H -0.159 3.430 -1.132  0.269
H -1.311 -3.864 1.269  0.198
H -1.695 2.898 -0.353  0.291
C -0.860 3.598 -0.317  -0.792
H 1.647 2.120 -0.060  0.282
C -0.458 -2.773 -0.225  -0.032

Calculated values
Relative energy (zero: lowest compared OMol25 entry of this formula, charge and spin) (kJ/mol): 155.0
Kohn-Sham gap (alpha / beta) (eV): 7.39 / 2.21
Charge: +1
2S+1: 2



Computed, not measured: one molecule with the formula C4H11NS2, with ωB97M-V/def2-TZVPD.

Each line ends with the natural charge from an NBO analysis.
Element x y z (Å)
N 0.236 0.337 0.162  -0.671
C -1.006 -0.308 -0.250  -0.220
C -1.567 0.324 -1.473  -0.573
H 2.362 1.481 1.498  0.205
H 0.143 -0.665 1.977  0.193
H -1.741 -0.167 0.555  0.194
H 0.716 0.671 -0.662  0.380
H -2.607 0.033 -1.688  0.230
H 0.749 1.860 2.191  0.212
H 1.679 -0.870 1.230  0.165
S -0.642 0.062 -2.964  0.129
S -0.420 -2.016 -3.166  -0.176
H -1.656 1.411 -1.380  0.244
C 0.880 -0.123 1.379  -0.211
H -0.790 -1.383 -0.379  0.171
H 0.202 -2.603 -2.091  0.134
H 1.968 0.866 3.011  0.203
C 1.496 1.091 2.051  -0.607

Calculated values
Structure (SMILES): CCNCCSS
Relative energy (zero: lowest compared OMol25 entry of this formula, charge and spin) (kJ/mol): 92.6
Kohn-Sham gap (eV): 8.73



Computed, not measured: one molecule with the formula C4H11NS2, with ωB97M-V/def2-TZVPD.

Each line ends with the natural charge from an NBO analysis.
Element x y z (Å)
H 1.650 -1.136 4.353  0.204
H 0.109 -1.162 5.042  0.225
H 1.210 -1.624 0.134  0.190
H 0.660 0.371 4.196  0.221
H -0.321 -0.729 -0.071  0.199
C 0.710 -0.703 0.293  -0.237
H 1.466 -0.364 2.076  0.325
H -1.066 -0.734 3.086  0.182
S 0.390 0.260 -2.268  0.078
C 0.639 -0.739 4.202  -0.628
S -1.677 0.969 -2.193  -0.174
C -0.058 -1.092 2.950  -0.213
H 1.913 1.018 -0.703  0.214
C 0.959 0.623 -0.559  -0.507
H -0.047 -2.041 2.505  0.187
H 0.326 1.420 -0.170  0.243
H -2.239 -0.284 -2.566  0.155
N 0.489 -0.419 1.739  -0.664

Calculated values
Structure (SMILES): CCNCCSS
Relative energy (zero: lowest compared OMol25 entry of this formula, charge and spin) (kJ/mol): 257.0
Kohn-Sham gap (eV): 8.63



Computed, not measured: one molecule with the formula C4H11NS2, with ωB97M-V/def2-TZVPD.

Each line ends with the natural charge from an NBO analysis.
Element x y z (Å)
H -1.403 -1.306 0.415  0.200
C -2.333 -0.250 -1.772  -0.410
H 1.043 -1.683 0.140  0.207
H 2.647 -0.116 0.173  0.217
S 2.019 1.035 3.150  -0.136
H 1.634 0.791 -0.892  0.229
H -2.339 -1.042 -2.525  0.189
N -0.958 -0.063 -1.274  -0.643
H 0.736 -0.788 1.582  0.220
H -0.676 0.896 -1.434  0.357
H 3.346 1.056 2.918  0.130
H -2.680 0.644 -2.292  0.192
C 1.668 0.363 0.109  -0.514
S 1.602 1.820 1.260  0.058
C 0.634 -0.736 0.501  -0.417
H -1.149 0.344 0.783  0.167
C -0.786 -0.460 0.111  -0.227
H -3.006 -0.506 -0.954  0.182

Calculated values
Structure (SMILES): CNCCCSS
Relative energy (zero: lowest compared OMol25 entry of this formula, charge and spin) (kJ/mol): 74.6
Kohn-Sham gap (eV): 9.18



Computed, not measured: one molecule with the formula C4H11NS2, with ωB97M-V/def2-TZVPD.

Each line ends with the natural charge from an NBO analysis.
Element x y z (Å)
H 0.843 0.963 1.103  0.168
H -1.090 1.637 -0.191  0.163
N -0.516 -0.399 0.118  -0.629
H -2.896 -0.759 -0.902  0.216
H -2.171 0.330 -2.103  0.202
H -2.045 0.691 0.936  0.181
C 1.710 -1.007 0.962  -0.545
H 2.498 -0.735 1.661  0.231
H 0.064 -0.257 2.082  0.193
H 1.431 -2.017 1.257  0.231
C -2.535 0.252 -1.078  -0.615
S 3.696 0.478 -0.700  -0.144
S 2.422 -1.167 -0.687  0.094
H 3.104 1.111 -1.716  0.131
H -3.419 0.890 -1.026  0.211
C -1.523 0.645 -0.025  -0.213
H -0.079 -0.569 -0.783  0.356
C 0.507 -0.087 1.092  -0.232

Calculated values
Structure (SMILES): CCNCCSS
Relative energy (zero: lowest compared OMol25 entry of this formula, charge and spin) (kJ/mol): 37.5
Kohn-Sham gap (eV): 9.25



Computed, not measured: C4H11NSi as an isolated structure, with ωB97M-V/def2-TZVPD.

Each line ends with the natural charge from an NBO analysis.
Element x y z (Å)
Si -1.151 -0.024 -0.536  1.360
H -3.078 -1.665 0.151  0.235
H 4.028 0.587 -0.899  0.216
C -1.980 1.445 0.578  -0.972
H -2.872 1.080 0.857  0.214
H -2.123 2.455 0.013  0.232
N 0.947 0.092 0.336  -0.657
C 1.837 -0.023 -0.513  0.073
C 3.288 0.317 -0.137  -0.693
H -1.704 -2.609 -0.136  0.238
H -1.313 1.444 1.293  0.226
H 3.485 1.099 0.655  0.229
H 1.569 -0.130 -1.564  0.134
C -1.999 -1.638 0.247  -1.097
H -1.039 -0.075 -1.927  -0.214
H 3.688 -0.592 0.274  0.222
H -1.583 -1.761 1.309  0.253

Calculated values
Relative energy (zero: lowest compared OMol25 entry of this formula, charge and spin) (kJ/mol): 294.3
Kohn-Sham gap (eV): 9.23



Computed, not measured: a 2-piece molecular cluster, C4H11O overall, with ωB97M-V/def2-TZVPD.

Each line ends with the natural charge from an NBO analysis.
Element x y z (Å)
H -2.074 -1.096 1.264  0.179
C -0.805 0.526 1.007  -0.414
H 0.882 -0.401 -3.195  0.039
H 0.949 0.882 -1.972  0.080
H 0.922 0.898 2.178  0.210
C 0.367 -0.022 1.831  -0.611
H -1.569 1.186 1.554  0.172
H 0.983 -0.744 1.228  0.231
H -2.466 -0.122 -0.306  0.217
O 2.721 0.504 -2.883  -0.972
C -1.685 -0.422 0.402  -0.606
H -0.393 1.338 0.322  0.219
H 0.041 -0.517 2.798  0.182
H -1.071 -1.159 -0.233  0.208
C 1.576 0.036 -2.356  -0.186
H 1.623 -0.888 -1.640  0.052

Calculated values
Relative energy (zero: lowest compared OMol25 entry of this formula, charge and spin) (kJ/mol): 119.7
Kohn-Sham gap (eV): 5.40
Charge: -1



Computed, not measured: a 2-piece molecular cluster, C4H11O2P overall, with ωB97M-V/def2-TZVPD.

Each line ends with the natural charge from an NBO analysis.
Element x y z (Å)
C -0.690 2.448 0.662  -0.610
H -1.700 0.428 -3.078  0.492
H -0.857 -1.553 -0.626  0.223
H -0.079 -1.695 -2.216  0.215
H 1.883 -2.073 0.555  0.109
O -1.795 0.640 -2.153  -0.993
P -0.291 0.725 -1.415  1.043
C -0.514 0.912 0.412  -0.747
O 1.636 -1.454 2.440  -0.498
H -1.073 2.680 1.693  0.208
H 2.734 -3.121 1.953  0.111
C -0.085 -1.184 -1.250  -0.914
H 0.419 0.647 0.926  0.245
H 0.875 -1.235 -0.974  0.195
H 0.238 2.961 0.611  0.208
C 2.091 -2.232 1.655  0.279
H -1.386 0.379 0.882  0.229
H -1.406 2.729 -0.078  0.203

Calculated values
Structure (SMILES): CCP(C)O.C=O
Relative energy (zero: lowest compared OMol25 entry of this formula, charge and spin) (kJ/mol): 115.7
Kohn-Sham gap (eV): 9.48



Computed, not measured: C4H11O2Pm as an isolated structure, with ωB97M-V/def2-TZVPD.

Each line ends with the Mulliken charge.
Element x y z (Å)
Pm 0.773 -0.768 -1.627  1.528
H -1.792 1.448 -0.138  0.313
H 2.356 0.608 0.608  0.304
H -3.139 -0.066 -1.664  0.337
H 3.751 -0.475 1.048  0.311
H -3.415 -1.248 -0.332  0.280
H -2.356 0.321 1.134  0.384
C 3.611 0.038 0.083  -1.412
C -0.207 0.602 1.099  -0.435
C -2.714 -0.918 -1.113  -0.724
O 0.831 0.605 0.159  -0.758
O -1.477 -0.559 -0.525  -0.352
H -2.521 -1.747 -1.803  0.266
H -0.200 1.518 1.716  0.337
H 3.974 1.022 -0.251  0.343
H 4.181 -0.635 -0.579  0.434
C -1.553 0.518 0.406  -0.442
H -0.104 -0.264 1.780  0.286

Calculated values
Relative energy (zero: lowest compared OMol25 entry of this formula, charge and spin) (kJ/mol): 122.5
Kohn-Sham gap (alpha / beta) (eV): 6.79 / 7.18
Charge: +1
2S+1: 6



Calculated values (eV/Å) of F_max for the records, taken in order: 3.8, 3.2, 1.8, 1.6, 1.8, 5.5, 1.6, 0.8, 7.7, 5.4, 4.1, 4.2.